No. 1
The following is a quantum chemistry calculation of C27H72CuF2NO31S11 as an isolated structure at a distorted geometry, from OMol25.

Each line ends with the Löwdin charge.
Atoms and positions in Å:
Cu1 0.728 2.623 -2.619  0.526
N1 0.656 1.139 -1.189  -0.290
S1 -0.234 0.495 -0.111  0.452
O1 0.124 0.738 1.284  -0.294
O2 -0.904 -0.753 -0.353  -0.254
F1 -1.474 1.534 -0.287  -0.194
S2 2.052 0.134 -0.901  0.670
O3 1.984 -1.228 -1.460  -0.272
O4 2.730 0.409 0.342  -0.270
F2 3.062 0.945 -1.966  -0.226
O5 -2.875 -3.243 -2.162  -0.304
S3 -3.798 -3.590 -1.067  0.704
O6 -5.109 -4.246 -1.221  -0.299
O7 -2.958 -4.519 0.010  -0.301
C1 -3.545 -4.930 1.293  -0.239
C2 -3.593 -6.436 1.245  -0.065
C3 -4.086 -2.070 -0.067  -0.107
H1 -4.564 -4.546 1.269  0.105
H2 -3.099 -4.513 2.196  0.113
H3 -4.106 -6.801 0.355  0.089
H4 -4.065 -6.867 2.129  0.082
H5 -2.612 -6.895 1.372  0.080
H6 -3.208 -1.425 -0.109  0.032
H7 -4.430 -2.236 0.954  0.040
H8 -4.887 -1.462 -0.487  0.072
O8 10.666 -1.867 0.028  -0.270
S4 9.511 -2.225 -0.738  0.684
O9 8.863 -3.516 -0.631  -0.297
O10 8.300 -0.996 -0.560  -0.288
C4 6.963 -1.248 -1.000  -0.300
C5 6.292 0.034 -1.458  -0.049
C6 9.900 -1.935 -2.526  -0.102
H9 6.552 -1.665 -0.081  0.100
H10 6.905 -1.980 -1.805  0.110
H11 5.597 -0.224 -2.257  0.066
H12 6.983 0.810 -1.785  0.089
H13 5.756 0.409 -0.586  0.067
H14 9.039 -2.168 -3.152  0.062
H15 10.794 -2.516 -2.751  0.068
H16 10.202 -0.897 -2.663  0.067
O11 -6.541 5.873 -2.086  -0.290
S5 -7.243 4.671 -1.629  0.658
O12 -8.335 4.076 -2.428  -0.290
O13 -6.246 3.453 -1.219  -0.288
C7 -4.976 3.768 -0.652  -0.282
C8 -4.529 2.664 0.293  -0.054
C9 -7.854 4.945 0.058  -0.109
H17 -4.923 4.755 -0.193  0.116
H18 -4.193 3.852 -1.405  0.109
H19 -5.310 2.397 1.005  0.079
H20 -3.616 2.923 0.829  0.070
H21 -4.261 1.744 -0.226  0.063
H22 -8.711 5.596 -0.119  0.073
H23 -7.120 5.372 0.742  0.067
H24 -8.020 3.967 0.509  0.071
O14 4.681 -1.336 2.754  -0.212
S6 3.943 -1.078 4.020  0.789
O15 3.503 -2.231 4.843  -0.206
O16 4.839 -0.056 4.960  -0.075
C10 5.370 1.042 4.327  -0.214
C11 4.981 2.225 5.227  0.030
C12 2.534 0.031 3.583  -0.054
H25 5.186 1.039 3.253  0.140
H26 6.449 0.889 4.360  0.196
H27 5.544 3.103 4.909  0.110
H28 5.105 1.975 6.281  0.111
H29 3.924 2.450 5.084  0.092
H30 1.850 -0.469 2.897  0.051
H31 2.872 0.915 3.042  0.075
H32 1.995 0.332 4.482  0.082
O17 1.068 1.015 -4.197  -0.329
S7 1.252 -0.140 -5.071  0.751
O18 0.288 -1.241 -5.258  -0.280
O19 1.673 0.467 -6.618  -0.278
C13 1.737 -0.562 -7.735  -0.258
C14 2.446 -0.169 -8.951  -0.083
C15 2.985 -0.829 -4.777  -0.073
H33 0.734 -0.894 -8.004  0.123
H34 2.211 -1.461 -7.343  0.100
H35 2.519 -1.029 -9.617  0.096
H36 3.464 0.196 -8.808  0.086
H37 1.880 0.624 -9.439  0.089
H38 3.023 -1.800 -5.270  0.064
H39 3.136 -0.913 -3.700  0.025
H40 3.716 -0.142 -5.204  0.076
O20 -2.616 1.601 -5.189  -0.297
S8 -2.551 1.473 -3.707  0.766
O21 -1.396 1.977 -2.999  -0.336
O22 -3.989 1.951 -2.964  -0.290
C16 -5.211 1.520 -3.478  -0.297
C17 -5.575 2.579 -4.512  -0.043
C18 -2.676 -0.402 -3.376  -0.056
H41 -5.853 1.338 -2.616  0.127
H42 -5.196 0.655 -4.141  0.120
H43 -5.630 3.499 -3.931  0.065
H44 -6.434 2.375 -5.152  0.098
H45 -4.646 2.721 -5.064  0.063
H46 -3.468 -0.531 -2.638  0.047
H47 -1.719 -0.795 -3.035  0.052
H48 -2.960 -0.841 -4.332  0.074
O23 -4.047 -1.883 3.241  -0.275
S9 -2.971 -0.932 3.206  0.634
O24 -2.775 -0.078 2.066  -0.283
O25 -3.058 0.002 4.593  -0.265
C19 -4.325 0.676 4.710  -0.280
C20 -4.205 1.857 5.652  -0.059
C21 -1.429 -1.788 3.554  -0.085
H49 -5.068 -0.081 4.964  0.117
H50 -4.783 0.980 3.769  0.109
H51 -5.179 2.299 5.861  0.086
H52 -3.559 2.677 5.340  0.066
H53 -3.822 1.533 6.620  0.082
H54 -1.448 -2.558 2.782  0.049
H55 -1.424 -2.190 4.567  0.085
H56 -0.593 -1.090 3.508  0.055
O26 0.097 6.336 3.582  -0.281
S10 0.396 4.911 3.426  0.672
O27 1.670 4.245 3.694  -0.328
O28 -0.758 4.103 4.190  -0.271
C22 -0.662 2.683 4.071  -0.265
C23 -0.598 2.116 5.500  -0.049
C24 -0.136 4.477 1.682  -0.074
H57 0.205 2.434 3.458  0.081
H58 -1.546 2.352 3.527  0.119
H59 0.267 2.321 6.131  0.076
H60 -0.587 1.028 5.451  0.064
H61 -1.439 2.413 6.128  0.067
H62 0.186 5.361 1.131  0.066
H63 -1.203 4.264 1.747  0.065
H64 0.396 3.575 1.382  0.043
O29 0.236 -4.307 2.068  -0.269
S11 0.924 -3.533 1.080  0.720
O30 1.080 -2.073 1.278  -0.352
O31 2.470 -4.191 0.830  -0.250
C25 3.375 -3.393 0.101  -0.294
C26 4.751 -4.013 0.449  -0.042
C27 0.204 -3.844 -0.633  -0.060
H65 3.375 -2.324 0.313  0.083
H66 3.152 -3.521 -0.958  0.108
H67 5.011 -3.692 1.458  0.062
H68 5.585 -3.589 -0.108  0.053
H69 4.875 -5.094 0.504  0.088
H70 0.739 -3.440 -1.493  0.062
H71 -0.828 -3.495 -0.590  0.026
H72 0.228 -4.932 -0.693  0.075

## Properties
LUMO (spin up / spin down)   -3.239 / -9.916 eV
E_HOMO (spin up / spin down)   -12.5774 / -12.5774 eV
Spin multiplicity   2
Energy relative to the best compared isomer or geometry (same formula, charge and spin)   782.20 kJ/mol
Frontier orbital gap (spin up / spin down)   9.338 / 2.661 eV
Total charge   +1
Electronic energy   -263370.902 eV
⟨S²⟩   0.76



No. 2
The following is a quantum chemistry calculation of C38H31BrN8O5Ta as an isolated structure, from OMol25.

Each line ends with the Löwdin charge.
Atoms and positions in Å:
Ta1 0.090 0.427 0.332  1.932
C1 -3.052 2.677 -0.105  -0.022
C2 -3.485 1.418 0.592  -0.215
C3 -4.778 0.947 0.386  -0.027
C4 -5.247 -0.162 1.061  -0.051
C5 -4.459 -0.766 2.029  -0.041
C6 -3.173 -0.313 2.289  -0.216
C7 -2.447 -0.830 3.498  -0.031
C8 -2.668 0.718 1.484  -0.214
N1 -1.284 1.135 1.625  -0.098
C9 -1.048 1.936 2.739  -0.435
O1 -1.857 2.269 3.559  0.170
C10 0.385 2.361 2.771  -0.148
C11 0.967 3.199 3.700  0.059
C12 2.303 3.543 3.522  0.018
C13 3.002 3.059 2.423  0.056
C14 2.336 2.220 1.548  -0.175
N2 1.069 1.873 1.741  0.026
C15 2.910 1.630 0.296  -0.482
O2 4.050 1.835 -0.038  0.150
N3 1.975 0.853 -0.361  -0.078
C16 2.418 0.474 -1.686  -0.220
C17 2.961 -0.790 -1.919  -0.211
C18 3.070 -1.834 -0.845  -0.026
C19 3.453 -1.068 -3.193  -0.036
C20 3.402 -0.120 -4.198  -0.069
C21 2.845 1.123 -3.948  -0.033
C22 2.350 1.446 -2.692  -0.212
C23 1.817 2.824 -2.431  -0.018
H1 -3.794 3.455 0.072  0.098
H2 -2.985 2.535 -1.184  0.054
H3 -2.095 3.055 0.254  0.069
H4 -5.415 1.458 -0.325  0.127
H5 -6.241 -0.539 0.863  0.116
H6 -4.861 -1.578 2.623  0.122
H7 -2.572 -1.906 3.619  0.081
H8 -2.861 -0.348 4.387  0.103
H9 -1.385 -0.594 3.499  0.050
H10 0.373 3.572 4.522  0.139
H11 2.792 4.199 4.229  0.129
H12 4.032 3.317 2.221  0.138
H13 3.859 -1.582 -0.133  0.088
H14 3.323 -2.797 -1.285  0.088
H15 2.141 -1.964 -0.290  0.045
H16 3.890 -2.040 -3.384  0.118
H17 3.791 -0.348 -5.182  0.115
H18 2.798 1.864 -4.736  0.123
H19 1.592 3.328 -3.369  0.090
H20 2.562 3.427 -1.905  0.092
H21 0.903 2.810 -1.835  0.061
Br1 -3.527 1.818 -4.256  0.845
C24 -2.021 0.755 -4.664  -0.592
C25 -1.730 0.506 -5.994  -0.107
C26 -0.618 -0.252 -6.323  -0.050
C27 0.223 -0.734 -5.331  -0.057
C28 -0.047 -0.455 -4.003  -0.016
C29 -1.182 0.271 -3.657  -0.166
C30 -1.562 0.421 -2.233  -0.500
O3 -2.609 0.120 -1.756  0.108
O4 -0.536 0.892 -1.416  -0.223
H22 -2.375 0.899 -6.767  0.107
H23 -0.407 -0.459 -7.363  0.115
H24 1.095 -1.319 -5.586  0.108
H25 0.615 -0.815 -3.227  0.106
N4 -0.728 -4.386 3.440  0.189
C31 0.399 -3.975 4.074  -0.493
O5 0.769 -4.413 5.140  0.095
C32 1.199 -2.887 3.400  -0.086
C33 2.550 -2.765 3.713  0.051
C34 3.265 -1.752 3.098  0.000
C35 2.615 -0.894 2.232  -0.125
N5 1.309 -0.967 1.950  -0.021
C36 0.635 -1.976 2.530  -0.092
H26 -1.226 -5.153 3.863  0.126
H27 -0.880 -4.220 2.460  0.097
H28 2.999 -3.458 4.412  0.138
H29 4.323 -1.615 3.269  0.125
H30 3.198 -0.125 1.746  0.099
H31 -0.415 -2.048 2.296  0.073
N6 -4.744 -3.024 -1.085  0.175
C37 -3.684 -2.940 -0.644  -0.317
N7 -2.478 -2.928 -0.103  0.170
C38 -1.574 -2.107 -0.087  -0.267
N8 -0.600 -1.422 0.035  -0.013

## Properties
LUMO   -4.425 eV
E_HOMO   -11.3333 eV
Energy relative to the best compared isomer or geometry (same formula, charge and spin)   57.04 kJ/mol
Frontier orbital gap   6.909 eV
Total charge   +1
Electronic energy   -133661.458 eV



No. 3
The following is a quantum chemistry calculation of an isolated ion of composition C8H15N2O and charge +1 at a distorted geometry, from OMol25.

Each line ends with the Löwdin charge.
Atoms and positions in Å:
H1 1.808 -0.179 2.449  0.107
N1 1.205 0.008 1.614  0.186
C1 1.807 0.713 0.746  -0.426
C2 3.091 1.503 0.910  0.020
O1 1.256 1.307 -0.320  0.043
C3 -0.007 1.102 -0.844  -0.228
C4 -0.322 2.254 -1.721  0.038
C5 -0.757 0.056 -0.656  -0.007
N2 -2.120 -0.545 -0.928  0.202
C6 -1.132 -1.278 -0.089  -0.385
C7 -1.624 -1.370 1.413  0.009
C8 -0.621 -2.626 -0.563  0.005
H2 3.783 1.079 0.168  0.106
H3 3.006 2.535 0.656  0.084
H4 3.468 1.569 1.868  0.061
H5 -1.371 2.308 -1.766  0.081
H6 0.043 3.175 -1.128  0.144
H7 0.361 2.293 -2.488  0.076
H8 -3.000 -0.167 -0.532  0.191
H9 -2.325 -0.949 -1.838  0.177
H10 -2.336 -0.556 1.775  0.119
H11 -2.119 -2.296 1.529  0.072
H12 -0.745 -1.208 1.947  0.025
H13 -0.204 -2.632 -1.608  0.111
H14 0.251 -2.758 0.082  0.108
H15 -1.396 -3.336 -0.674  0.081

## Properties
LUMO   -2.996 eV
SMILES string   [H]/N=C(\C)O/C(C)=C1/[NH2+]C1(C)C
E_HOMO   -13.5838 eV
Energy relative to the best compared isomer or geometry (same formula, charge and spin)   380.48 kJ/mol
Frontier orbital gap   10.588 eV
Total charge   +1
Electronic energy   -13557.347 eV



No. 4
The following is a quantum chemistry calculation of a 2-piece molecular cluster, C4H11NO2 overall at a distorted geometry, from OMol25.

Each line ends with the Löwdin charge.
Atoms and positions in Å:
C1 1.365 -2.441 0.699  0.281
C2 0.694 -1.654 -0.234  -0.346
O1 -0.591 -1.488 -0.024  0.085
C3 1.318 -1.026 -1.411  0.035
H1 2.448 -2.447 0.732  0.110
H2 0.804 -3.039 1.406  0.115
H3 -0.768 -0.586 0.460  0.104
H4 2.392 -0.918 -1.273  0.106
H5 1.109 -1.673 -2.271  0.132
H6 0.875 -0.044 -1.577  0.097
N1 -0.936 0.953 1.070  0.047
C4 -1.150 1.885 -0.013  -0.325
O2 -1.549 3.133 0.503  -0.023
H7 -0.092 1.219 1.560  0.112
H8 -1.718 1.004 1.714  0.121
H9 -0.186 2.041 -0.509  0.119
H10 -1.863 1.500 -0.743  0.132
H11 -2.153 3.581 -0.090  0.098

## Properties
LUMO (spin up / spin down)   -4.053 / -7.762 eV
E_HOMO (spin up / spin down)   -14.2263 / -14.2307 eV
Spin multiplicity   2
Energy relative to the best compared isomer or geometry (same formula, charge and spin)   59.77 kJ/mol
Frontier orbital gap (spin up / spin down)   10.173 / 6.469 eV
Total charge   +1
Electronic energy   -9902.376 eV
⟨S²⟩   0.75



Question: Look up the total charge of the first one.
Answer: +1